{
  "formula": "C29H43BrN2O3PS4V",
  "method": "ωB97M-V with the def2-TZVPD basis set",
  "species": ["V", "N", "C", "O", "C", "C", "H", "H", "H", "H", "H", "H", "O", "C", "S", "C", "C", "S", "S", "S", "Br", "C", "C", "C", "C", "N", "C", "H", "H", "H", "H", "O", "P", "C", "C", "C", "C", "C", "C", "C", "C", "C", "C", "C", "C", "C", "C", "C", "C", "C", "C", "H", "H", "H", "H", "H", "H", "H", "H", "H", "H", "H", "H", "H", "H", "H", "H", "H", "H", "H", "H", "H", "H", "H", "H", "H", "H", "H", "H", "H", "H", "H", "H", "H"],
  "positions_angstrom": [[-0.55711, 1.09750, -0.51803], [0.52680, 0.53601, 2.67475], [-0.26866, 1.35172, 1.94031], [0.22403, 2.25410, 1.23862], [-1.77022, 1.11891, 2.00148], [-2.39160, 1.43587, 0.62457], [1.49919, 0.57721, 2.41686], [0.16029, -0.39965, 2.77744], [-2.14684, 1.70803, 2.85044], [-1.91854, 0.07138, 2.25344], [-2.81522, 2.44736, 0.61753], [-3.21350, 0.73777, 0.43252], [2.20606, -4.02139, -4.37923], [1.75192, -3.08685, -3.75318], [0.10665, -2.47889, -3.92748], [0.18321, -1.20371, -2.70455], [1.36760, -1.04452, -2.08205], [1.75083, 0.13962, -0.86393], [2.65825, -2.15508, -2.56148], [-1.29472, -0.31937, -2.41014], [2.72503, 4.82711, -3.73090], [1.00550, 4.24300, -3.19177], [-0.12292, 4.77629, -3.77950], [-1.35135, 4.30622, -3.34623], [-1.39396, 3.34517, -2.35496], [-0.29270, 2.83844, -1.79673], [0.89550, 3.27228, -2.21164], [-0.04260, 5.52906, -4.55175], [-2.26973, 4.68059, -3.77858], [-2.32422, 2.94165, -1.98072], [1.75962, 2.80400, -1.76452], [-0.68317, -1.64385, 1.34224], [-0.76870, -3.11236, 1.04980], [-1.23697, -3.93575, 2.62769], [-2.27322, -3.05960, 3.37576], [-2.98618, -3.85491, 4.47842], [-2.02428, -4.84976, 5.12154], [-1.60321, -5.92638, 4.10359], [-1.66982, -5.40227, 2.66019], [0.83192, -3.76463, 0.42750], [1.12041, -5.26666, 0.57293], [1.68070, -5.66417, 1.94068], [2.87570, -4.80264, 2.34230], [2.50542, -3.32254, 2.30647], [2.01702, -2.92217, 0.91905], [-1.89007, -3.30444, -0.38208], [-3.29388, -2.71749, -0.17678], [-4.31509, -3.73396, 0.32827], [-4.34877, -4.97716, -0.55940], [-2.96538, -5.61418, -0.68590], [-1.93947, -4.60356, -1.19134], [-0.29603, -3.87244, 3.18772], [-3.00483, -2.64583, 2.68150], [-1.75724, -2.20203, 3.80907], [-3.83982, -4.40048, 4.06140], [-3.39263, -3.16806, 5.22384], [-2.47250, -5.31628, 6.00114], [-1.14362, -4.30350, 5.47443], [-2.25178, -6.80195, 4.19604], [-0.58672, -6.26539, 4.32520], [-2.69315, -5.48417, 2.29607], [-1.05840, -6.02949, 2.00896], [0.73049, -3.54354, -0.64232], [1.86504, -5.52281, -0.18923], [0.23381, -5.86570, 0.34420], [1.96455, -6.72013, 1.91546], [0.90850, -5.56862, 2.71179], [3.70198, -4.97820, 1.64344], [3.22737, -5.09270, 3.33634], [3.36620, -2.70812, 2.58266], [1.72704, -3.12424, 3.05420], [2.83715, -3.06114, 0.20472], [1.75213, -1.86714, 0.87024], [-1.35974, -2.56066, -0.99540], [-3.62260, -2.34168, -1.15100], [-3.23766, -1.83811, 0.46804], [-5.30445, -3.26900, 0.35635], [-4.08434, -4.03022, 1.35634], [-4.69772, -4.68720, -1.55747], [-5.06625, -5.70550, -0.16937], [-3.00764, -6.46167, -1.37576], [-2.65767, -6.01494, 0.28357], [-2.21595, -4.31704, -2.21106], [-0.95068, -5.06045, -1.27384]],
  "forces_ev_per_a": [[0.25, -0.23, -0.38], [-0.13, 0.17, 0.14], [0.08, 0.03, 0.27], [-0.14, -0.07, -0.02], [0.00, 0.13, -0.12], [-0.08, 0.03, 0.05], [0.16, 0.02, -0.07], [-0.03, -0.13, -0.04], [0.02, 0.07, -0.02], [-0.03, -0.07, 0.07], [0.03, 0.00, 0.01], [-0.02, 0.04, 0.01], [-0.08, 0.15, 0.10], [0.09, -0.11, -0.10], [-0.03, -0.02, 0.11], [0.02, -0.15, -0.11], [0.07, -0.11, -0.07], [0.05, 0.21, 0.02], [-0.06, 0.06, -0.04], [-0.09, 0.03, 0.04], [-0.03, -0.02, 0.02], [0.15, 0.03, -0.01], [-0.04, 0.00, 0.00], [-0.11, 0.08, -0.07], [-0.01, -0.02, 0.07], [-0.13, -0.03, 0.02], [0.02, 0.03, 0.02], [0.00, -0.01, 0.00], [0.01, -0.02, 0.02], [-0.07, -0.01, 0.01], [0.08, -0.03, 0.04], [0.06, -0.06, 0.17], [-0.04, -0.01, -0.16], [-0.02, 0.05, -0.01], [0.03, -0.06, 0.01], [0.01, -0.02, 0.00], [-0.01, 0.00, -0.02], [-0.01, 0.01, 0.02], [0.02, -0.02, 0.00], [0.00, 0.01, -0.02], [-0.03, -0.03, 0.03], [-0.01, 0.02, 0.03], [-0.02, 0.00, 0.00], [-0.02, -0.03, -0.01], [0.01, -0.03, 0.09], [-0.03, 0.01, 0.08], [0.04, -0.03, 0.02], [0.02, 0.01, -0.04], [0.00, -0.01, 0.02], [-0.01, 0.03, -0.02], [0.03, -0.02, 0.02], [-0.01, 0.03, -0.01], [-0.02, 0.02, -0.03], [0.01, 0.00, -0.01], [0.01, 0.01, 0.01], [-0.01, -0.01, -0.02], [0.01, 0.00, 0.00], [-0.01, -0.01, 0.00], [0.01, 0.01, 0.00], [-0.03, 0.00, 0.00], [-0.06, 0.02, -0.04], [-0.07, 0.03, 0.04], [0.01, 0.00, -0.04], [-0.01, 0.00, 0.00], [0.06, 0.01, -0.02], [-0.01, -0.01, 0.02], [0.10, -0.03, -0.07], [-0.01, 0.00, 0.02], [0.02, -0.01, -0.01], [-0.01, 0.00, 0.00], [0.03, 0.02, 0.00], [-0.04, -0.02, 0.04], [0.02, -0.01, 0.01], [-0.01, 0.04, -0.06], [0.02, 0.00, -0.02], [0.00, 0.01, 0.03], [0.01, -0.01, 0.02], [0.02, -0.03, 0.03], [0.01, -0.02, 0.01], [0.00, 0.02, -0.02], [0.01, -0.01, 0.02], [-0.01, 0.00, -0.04], [0.00, 0.01, -0.03], [-0.03, 0.02, -0.01]],
  "gap_ev": [5.6, 6.0],
  "multiplicity": 4,
  "charge": -1,
  "lumo_energy_ev": [2.44, 2.44],
  "relative_energy_kj_mol": 25.8
}

***

{
  "formula": "C6H14O",
  "method": "ωB97M-V with the def2-TZVPD basis set",
  "species": ["C", "C", "C", "C", "C", "C", "O", "H", "H", "H", "H", "H", "H", "H", "H", "H", "H", "H", "H", "H", "H"],
  "positions_angstrom": [[-2.17835, -0.22971, -1.24805], [-1.05813, -0.39672, -0.22500], [-1.55593, -0.17595, 1.19904], [0.13775, 0.52796, -0.44239], [1.44152, -0.22349, -0.09878], [2.57758, 0.78866, 0.06141], [1.23249, -1.17128, 1.24048], [-3.03248, -0.85809, -0.97026], [-1.85937, -0.52849, -2.25433], [-2.52970, 0.80853, -1.29795], [-0.66949, -1.41955, -0.31082], [-2.28486, -0.93765, 1.48406], [-2.03170, 0.81207, 1.25716], [-0.72253, -0.21358, 1.90696], [0.05050, 1.43519, 0.17684], [0.16763, 0.91350, -1.48358], [1.64100, -0.91525, -0.93511], [2.43833, 1.28291, 1.02445], [2.55931, 1.59296, -0.69820], [3.56994, 0.33247, 0.00854], [2.10646, -1.42450, 1.60551]],
  "forces_ev_per_a": [[-0.06, 0.02, -0.03], [-0.07, -0.05, 0.05], [-0.17, -0.07, 0.09], [0.12, -0.28, 0.32], [0.05, -0.59, 0.89], [0.01, -0.23, 0.32], [0.86, 2.04, -2.52], [0.08, 0.10, -0.08], [-0.01, 0.09, 0.16], [0.05, -0.11, 0.04], [-0.21, 0.07, 0.06], [-0.06, 0.08, 0.04], [0.00, -0.15, 0.09], [-0.24, 0.01, -0.14], [-0.02, -0.26, 0.01], [0.36, -0.50, 0.39], [0.00, -0.06, 0.63], [0.20, 0.00, 0.05], [-0.27, -0.56, 0.13], [-0.10, -0.01, 0.18], [-0.52, 0.47, -0.71]],
  "gap_ev": 11.3,
  "multiplicity": 1,
  "lumo_energy_ev": 0.96,
  "relative_energy_kj_mol": 95.9,
  "smiles": "CC(C)C[C@@H](C)O"
}

***

{
  "formula": "C5H8FO4Sr",
  "method": "ωB97M-V with the def2-TZVPD basis set",
  "species": ["C", "O", "Sr", "C", "H", "H", "H", "H", "H", "C", "O", "C", "C", "O", "O", "F", "H", "H", "H"],
  "positions_angstrom": [[1.32230, -1.08090, -1.16800], [0.82112, 0.09580, -1.69675], [1.26592, 2.38717, -1.99021], [1.56316, -2.15477, -2.22166], [2.26855, -0.91570, -0.61124], [0.61062, -1.48268, -0.41373], [1.88922, -3.09691, -1.75544], [0.64392, -2.35641, -2.79268], [2.34437, -1.83088, -2.92622], [-1.01555, 1.81097, 0.31342], [-0.64928, 2.19260, 1.54337], [-1.08689, 1.25311, 2.49162], [-1.57917, 0.09402, 1.63236], [-1.70787, 0.69076, 0.33879], [-0.93186, 2.54342, -0.65817], [-2.10828, 1.81740, 3.20492], [-0.26846, 1.02396, 3.18113], [-0.83096, -0.70452, 1.56982], [-2.55085, -0.28644, 1.95866]],
  "forces_ev_per_a": [[-0.23, 0.14, 0.18], [0.51, 1.22, 0.06], [-0.36, -1.15, -0.03], [0.05, -0.20, -0.16], [-0.07, -0.08, -0.10], [0.09, -0.11, -0.09], [-0.03, 0.19, -0.10], [0.25, 0.13, 0.17], [-0.24, -0.07, 0.16], [-1.71, 1.43, -1.11], [0.80, -0.03, 0.18], [0.01, -0.17, 0.22], [0.16, -0.22, 0.11], [0.21, -0.43, -0.12], [0.69, -0.86, 0.90], [0.09, -0.07, -0.08], [-0.22, 0.07, -0.13], [-0.23, 0.10, 0.03], [0.24, 0.11, -0.09]],
  "gap_ev": [4.8, 8.5],
  "multiplicity": 2,
  "lumo_energy_ev": [0.28, 0.23],
  "relative_energy_kj_mol": 60.3
}

***

{
  "formula": "C8H16Si",
  "method": "ωB97M-V with the def2-TZVPD basis set",
  "species": ["C", "C", "C", "C", "C", "C", "C", "C", "Si", "H", "H", "H", "H", "H", "H", "H", "H", "H", "H", "H", "H", "H", "H", "H", "H"],
  "positions_angstrom": [[-0.69353, 0.15845, 0.05692], [0.46024, -0.46060, -0.06046], [-2.84339, 0.23400, 1.13159], [-1.37718, 0.33961, 1.40433], [-0.86349, -0.64447, 2.46599], [-1.05993, 1.73841, 1.83074], [3.42119, -0.70067, -1.74677], [0.62629, -0.55020, -3.32803], [1.53378, -0.92858, -1.65474], [-1.18851, 0.74636, -0.80484], [0.80747, -0.98831, 0.86031], [-3.26765, 1.03049, 0.63897], [-3.49983, -0.69417, 1.36085], [-1.00441, -0.29386, 3.52072], [0.31844, -0.67450, 2.41526], [-1.36014, -1.66882, 2.34995], [0.03147, 1.71926, 1.98142], [-1.64371, 1.99088, 2.77579], [-1.31337, 2.53702, 1.13741], [3.55058, 0.33310, -1.55596], [4.01453, -1.47057, -1.23148], [3.85567, -0.72179, -2.75184], [-0.44329, -0.78100, -3.23722], [0.67825, 0.55550, -3.30036], [1.26052, -0.80555, -4.25854]],
  "forces_ev_per_a": [[-1.07, 1.37, -1.23], [2.56, -1.47, -1.18], [-0.41, -3.40, 1.68], [-0.95, -0.79, -0.28], [1.40, -0.63, 0.68], [0.05, 1.01, 1.82], [-0.44, -0.69, -0.94], [1.71, 1.24, 0.44], [-1.42, -1.10, -0.01], [0.85, -1.04, 1.34], [0.02, 0.51, -1.14], [-1.14, 1.60, -1.10], [1.42, 1.74, -0.44], [-0.45, -0.13, -0.97], [-2.51, -0.36, 0.16], [1.08, 1.30, 0.12], [-0.34, 0.63, 0.32], [1.01, -0.32, -0.88], [0.02, -0.21, -0.43], [0.87, 1.00, 1.29], [-0.28, 0.85, 0.54], [-0.72, -0.42, -0.38], [0.48, -0.42, -0.62], [-0.24, -0.08, -0.28], [-1.52, -0.17, 1.48]],
  "gap_ev": [8.3, 6.6],
  "multiplicity": 1,
  "lumo_energy_ev": [0.29, 0.32],
  "relative_energy_kj_mol": 518.7
}

***

{
  "formula": "C3HO3S",
  "method": "ωB97M-V with the def2-TZVPD basis set",
  "species": ["C", "C", "C", "O", "O", "O", "S", "H"],
  "positions_angstrom": [[0.20433, 0.17226, 0.27457], [2.46506, -0.25864, 2.61596], [-0.95960, 0.12746, 1.30033], [2.02607, -0.83909, 3.50863], [-1.30447, 0.85501, 2.19937], [-1.49368, -0.88652, 0.80909], [1.52963, -0.81390, 0.49482], [-0.18903, 0.10279, -0.65021]],
  "forces_ev_per_a": [[1.16, -2.53, 3.62], [0.43, 0.07, 2.06], [-0.30, 0.04, -0.84], [0.23, 0.37, -0.86], [0.44, 0.95, 0.86], [-0.53, -0.62, -0.12], [-0.52, 0.76, -1.22], [-0.91, 0.96, -3.51]],
  "gap_ev": [7.4, 7.4],
  "multiplicity": 1,
  "charge": -1,
  "lumo_energy_ev": [3.57, 3.57],
  "relative_energy_kj_mol": 183.0
}